Arrangement 1

A 2-piece molecular cluster, C3H5F2NO2 overall, computed with ωB97M-V with the def2-TZVPD basis set.

Element x y z (Å)
C 0.46218 -1.46556 -0.75393
C 0.78646 -0.03465 -0.70259
C -0.73302 1.20209 0.11849
N -0.74450 0.75443 1.53078
O 0.02017 1.32538 2.25158
O -1.45301 -0.21085 1.73460
F -1.85223 1.07488 -0.54678
F -0.26002 2.45418 0.04145
H -0.56011 -1.63115 -1.21277
H 0.31607 -1.92285 0.24968
H 1.42111 -2.07659 -1.01573
H 1.11399 0.39110 -1.71980
H 1.48291 0.13956 0.02502

Properties
LUMO level = -0.484 eV
2S+1 = 1

Löwdin population analysis, charges in e, atoms 1 to 4:
1. C -0.171
2. C -0.059
3. C -0.360
4. N -0.358



Arrangement 2

The molecule C3H5F2NO2, computed with ωB97M-V with the def2-TZVPD basis set.

Element x y z (Å)
N 1.13080 -1.37514 0.14686
C -0.01336 -0.65387 -0.36337
C -1.00413 -0.35260 0.77720
O -2.08216 0.16343 0.61589
O -0.63644 -0.80072 1.97884
C 0.28722 0.69921 -1.01731
F 0.67087 1.59955 -0.05076
F 1.25755 0.55951 -1.97218
H 1.74284 -0.79035 0.69890
H 1.66454 -1.62930 -0.65152
H -0.68692 -1.18701 -1.11274
H -1.30585 -0.42149 2.57662
H -0.55553 1.16439 -1.46970

Properties
SMILES = N[C@@H](C(=O)O)C(F)F
LUMO level = 0.702 eV
2S+1 = 1

Löwdin population analysis, charges in e, atoms 1 to 4:
1. N 0.085
2. C -0.231
3. C -0.502
4. O 0.107



From most stable to least stable, the computed energies give arrangement 2, arrangement 1.